1.
A structure of composition C18H61B2O13PdPtSSr in a non-equilibrium geometry, computed with wB97M-V/def2-TZVPD.

```
98
C18H61B2O13PdPtSSr, DFT wB97M-V/def2-TZVPD
Pt 1.908 2.828 -0.847
Sr 1.696 0.979 3.240
Pd -2.092 0.694 2.304
B 2.135 3.044 1.538
H 1.886 4.112 1.031
H 1.121 2.452 1.660
H 2.831 2.346 0.821
H 2.726 3.235 2.538
B -2.541 2.988 2.169
H -1.614 2.716 1.424
H -3.462 2.247 1.953
H -2.165 2.810 3.306
H -2.846 4.145 2.107
S 0.759 -0.125 0.336
O 1.917 -0.393 1.228
O 1.111 0.902 -0.680
O 0.245 -1.312 -0.311
O -0.269 0.458 1.221
C -1.362 2.096 5.984
C -1.212 0.721 5.358
O -0.734 0.747 4.035
H -1.988 2.008 6.878
H -1.809 2.803 5.291
H -0.413 2.496 6.352
H -2.165 0.174 5.384
H -0.528 0.137 5.996
C -3.095 -3.964 -2.232
C -2.310 -3.800 -0.943
O -2.280 -2.442 -0.532
H -4.033 -3.405 -2.275
H -3.334 -5.002 -2.463
H -2.520 -3.556 -3.072
H -1.296 -4.172 -1.105
H -2.775 -4.430 -0.179
H -1.397 -2.077 -0.674
C -2.395 0.743 -1.636
C -3.459 0.984 -0.573
O -3.399 0.023 0.497
H -1.467 1.244 -1.343
H -2.662 1.169 -2.607
H -2.212 -0.316 -1.812
H -4.433 0.800 -1.047
H -3.502 2.004 -0.215
H -3.390 -0.875 0.130
C 5.400 -0.098 -1.273
C 4.049 0.291 -1.808
O 3.803 1.697 -1.446
H 6.157 0.476 -1.833
H 5.738 -1.105 -1.518
H 5.558 0.138 -0.222
H 3.154 -0.241 -1.506
H 4.073 0.263 -2.901
H 4.660 2.136 -1.461
C -0.290 6.147 -0.232
C -0.747 4.888 -0.946
O -0.135 3.723 -0.356
H -0.440 6.021 0.840
H -0.781 7.045 -0.595
H 0.790 6.232 -0.390
H -0.476 4.877 -1.999
H -1.825 4.746 -0.844
H -0.710 3.342 0.336
C 1.799 1.687 -4.875
C 0.729 1.946 -3.814
O 1.134 3.006 -2.938
H 1.937 2.520 -5.566
H 1.698 0.717 -5.355
H 2.776 1.626 -4.372
H 0.579 0.997 -3.308
H -0.187 2.250 -4.322
H 1.351 3.802 -3.432
C 2.184 -5.075 1.925
C 1.951 -3.736 1.268
O 2.977 -2.803 1.570
H 1.416 -5.766 1.570
H 2.108 -5.071 3.015
H 3.174 -5.451 1.671
H 0.960 -3.329 1.522
H 1.902 -3.929 0.185
H 2.539 -1.965 1.410
C -2.705 -3.850 2.925
C -1.915 -2.633 3.379
O -1.831 -1.607 2.389
H -2.136 -4.434 2.196
H -3.608 -3.597 2.359
H -3.005 -4.419 3.802
H -0.920 -2.995 3.666
H -2.347 -2.200 4.280
H -1.437 -2.022 1.609
C 0.908 -2.827 -4.615
C 0.833 -2.107 -3.301
O 0.942 -3.041 -2.228
H 0.929 -2.079 -5.411
H 0.141 -3.594 -4.686
H 1.850 -3.369 -4.749
H -0.146 -1.616 -3.183
H 1.581 -1.300 -3.233
H 0.686 -2.548 -1.438
```

Results
<S²> = 6.007
Multiplicity = 5
E_HOMO (alpha / beta) = -11.3 / -11.5 eV
Charge = +1
Frontier orbital gap (alpha / beta) = 8.13 / 7.14 eV

And the Löwdin charges, in e, turn out to be: number 1, Pt, carries 1.26; number 2, Sr, carries 1.62; number 3, Pd, carries 1.10; number 4, B, carries -0.50; number 5, H, carries 0.01; number 6, H, carries -0.08; number 7, H, carries -0.01; number 8, H, carries -0.01; number 9, B, carries -0.39; number 10, H, carries -0.03; number 11, H, carries -0.02; number 12, H, carries -0.04; number 13, H, carries 0.01; number 14, S, carries 0.33; number 15, O, carries -0.48; number 16, O, carries -0.45; number 17, O, carries -0.29; number 18, O, carries -0.46; number 19, C, carries -0.09; number 20, C, carries -0.42; number 21, O, carries -0.51; number 22, H, carries 0.08; number 23, H, carries 0.05; number 24, H, carries 0.07; number 25, H, carries 0.10; number 26, H, carries 0.10; number 27, C, carries -0.07; number 28, C, carries -0.29; number 29, O, carries -0.11; number 30, H, carries 0.08; number 31, H, carries 0.08; number 32, H, carries 0.07; number 33, H, carries 0.11; number 34, H, carries 0.10; number 35, H, carries 0.03; number 36, C, carries -0.06; number 37, C, carries -0.26; number 38, O, carries -0.15; number 39, H, carries 0.05; number 40, H, carries 0.08; number 41, H, carries 0.06; number 42, H, carries 0.12; number 43, H, carries 0.09; number 44, H, carries 0.07; number 45, C, carries -0.06; number 46, C, carries -0.23; number 47, O, carries -0.21; number 48, H, carries 0.09; number 49, H, carries 0.09; number 50, H, carries 0.09; number 51, H, carries 0.10; number 52, H, carries 0.11; number 53, H, carries 0.10; number 54, C, carries -0.06; number 55, C, carries -0.26; number 56, O, carries -0.23; number 57, H, carries 0.09; number 58, H, carries 0.08; number 59, H, carries 0.07; number 60, H, carries 0.10; number 61, H, carries 0.13; number 62, H, carries 0.04; number 63, C, carries -0.06; number 64, C, carries -0.25; number 65, O, carries -0.18; number 66, H, carries 0.08; number 67, H, carries 0.08; number 68, H, carries 0.07; number 69, H, carries 0.10; number 70, H, carries 0.13; number 71, H, carries 0.12; number 72, C, carries -0.08; number 73, C, carries -0.34; number 74, O, carries -0.08; number 75, H, carries 0.08; number 76, H, carries 0.07; number 77, H, carries 0.08; number 78, H, carries 0.10; number 79, H, carries 0.11; number 80, H, carries -0.01; number 81, C, carries -0.07; number 82, C, carries -0.27; number 83, O, carries -0.15; number 84, H, carries 0.07; number 85, H, carries 0.08; number 86, H, carries 0.08; number 87, H, carries 0.12; number 88, H, carries 0.11; number 89, H, carries 0.06; number 90, C, carries -0.08; number 91, C, carries -0.33; number 92, O, carries -0.09; number 93, H, carries 0.07; number 94, H, carries 0.08; number 95, H, carries 0.08; number 96, H, carries 0.11; number 97, H, carries 0.09; number 98, H, carries 0.00



2.
A cluster of 2 separate species, C5H10S2 in total in a non-equilibrium geometry, computed with wB97M-V/def2-TZVPD.

```
17
C5H10S2, DFT wB97M-V/def2-TZVPD
C 1.587 1.731 0.145
C 0.515 1.562 0.930
C -0.296 -0.380 -1.404
C 0.067 -1.745 0.664
C -0.858 -0.926 -0.105
S -3.166 0.777 -0.367
S -2.203 -0.482 0.758
H 1.765 2.460 -0.644
H 2.504 1.102 0.173
H -0.234 2.213 0.988
H -0.607 0.639 -1.432
H 0.722 -0.467 -1.535
H -0.898 -0.912 -2.301
H 1.022 -1.436 0.693
H -0.009 -2.856 0.216
H -0.184 -1.933 1.634
H 0.273 0.653 1.588
```

Results
Multiplicity = 1
E_HOMO (alpha / beta) = -8.0 / -8.0 eV
Energy above the lowest of the compared OMol25 structures with the same formula, charge and spin = 60.7 kcal per mole
Charge = 0
Frontier orbital gap (alpha / beta) = 7.50 / 7.50 eV

And the Löwdin charges, in e, turn out to be: number 1, C, carries -0.06; number 2, C, carries -0.08; number 3, C, carries -0.11; number 4, C, carries -0.17; number 5, C, carries -0.74; number 6, S, carries 0.05; number 7, S, carries 0.49; number 8, H, carries 0.05; number 9, H, carries 0.06; number 10, H, carries 0.00; number 11, H, carries 0.02; number 12, H, carries 0.04; number 13, H, carries 0.15; number 14, H, carries 0.04; number 15, H, carries 0.15; number 16, H, carries 0.03; number 17, H, carries 0.07



3.
An isolated molecule of C20H29N3O5S in a non-equilibrium geometry, computed with wB97M-V/def2-TZVPD.

```
58
C20H29N3O5S, DFT wB97M-V/def2-TZVPD
C -1.878 -4.176 -1.912
H -1.872 -3.228 -2.442
H -1.542 -4.948 -2.600
H -2.902 -4.399 -1.620
C -0.967 -4.136 -0.691
H 0.056 -3.915 -0.999
H -0.972 -5.121 -0.219
C -1.405 -3.104 0.352
C -0.756 -3.388 1.705
H 0.327 -3.442 1.607
H -1.002 -2.618 2.434
H -1.106 -4.341 2.093
H -2.494 -3.151 0.464
C -1.084 -1.663 -0.126
N -1.821 -0.673 0.614
C -2.795 0.080 0.039
O -3.084 0.011 -1.133
O -3.349 0.871 0.964
C -4.487 1.711 0.638
C -4.111 2.739 -0.428
H -4.950 3.408 -0.598
H -3.255 3.323 -0.100
H -3.864 2.240 -1.360
C -4.821 2.405 1.958
H -5.064 1.666 2.718
H -5.670 3.069 1.824
H -3.968 2.983 2.301
C -5.658 0.845 0.173
H -6.534 1.468 0.017
H -5.409 0.346 -0.759
H -5.890 0.094 0.925
H -1.614 -0.521 1.588
C 0.376 -1.395 -0.046
N 1.328 -1.949 -0.730
N 2.487 -1.427 -0.291
C 2.190 -0.579 0.634
O 0.865 -0.510 0.848
S 3.284 0.512 1.577
O 4.241 -0.303 2.263
O 2.422 1.344 2.365
C 4.082 1.496 0.262
C 3.121 1.506 -0.874
C 3.433 0.914 -2.090
C 2.470 0.826 -3.081
C 1.193 1.307 -2.858
C 0.863 1.906 -1.646
C 1.840 2.009 -0.667
H 1.601 2.456 0.288
C -0.522 2.418 -1.404
H -1.262 1.695 -1.741
H -0.679 2.620 -0.347
H -0.683 3.342 -1.960
H 0.438 1.211 -3.623
H 2.713 0.360 -4.023
H 4.420 0.510 -2.254
H 5.020 1.004 0.025
H 4.252 2.479 0.697
H -1.404 -1.560 -1.170
```

Results
Multiplicity = 1
E_HOMO = -9.2 eV
Energy above the lowest of the compared OMol25 structures with the same formula, charge and spin = 51.2 kcal per mole
Charge = 0
SMILES = CC[C@@H](C)[C@@H](NC(=O)OC(C)(C)C)c1nnc(S(=O)(=O)Cc2cccc(C)c2)o1
Frontier orbital gap = 9.81 eV

And the Löwdin charges, in e, turn out to be: number 1, C, carries -0.09; number 2, H, carries 0.07; number 3, H, carries 0.07; number 4, H, carries 0.08; number 5, C, carries -0.23; number 6, H, carries 0.10; number 7, H, carries 0.11; number 8, C, carries -0.32; number 9, C, carries -0.05; number 10, H, carries 0.09; number 11, H, carries 0.08; number 12, H, carries 0.08; number 13, H, carries 0.15; number 14, C, carries -0.20; number 15, N, carries 0.15; number 16, C, carries -0.56; number 17, O, carries 0.08; number 18, O, carries 0.04; number 19, C, carries -0.57; number 20, C, carries -0.02; number 21, H, carries 0.09; number 22, H, carries 0.08; number 23, H, carries 0.08; number 24, C, carries -0.02; number 25, H, carries 0.09; number 26, H, carries 0.09; number 27, H, carries 0.09; number 28, C, carries -0.02; number 29, H, carries 0.09; number 30, H, carries 0.08; number 31, H, carries 0.09; number 32, H, carries 0.15; number 33, C, carries -0.27; number 34, N, carries 0.13; number 35, N, carries 0.12; number 36, C, carries -0.38; number 37, O, carries 0.12; number 38, S, carries 0.72; number 39, O, carries -0.29; number 40, O, carries -0.29; number 41, C, carries -0.15; number 42, C, carries -0.30; number 43, C, carries -0.05; number 44, C, carries -0.06; number 45, C, carries -0.04; number 46, C, carries -0.26; number 47, C, carries -0.02; number 48, H, carries 0.12; number 49, C, carries -0.04; number 50, H, carries 0.07; number 51, H, carries 0.08; number 52, H, carries 0.09; number 53, H, carries 0.12; number 54, H, carries 0.11; number 55, H, carries 0.12; number 56, H, carries 0.11; number 57, H, carries 0.12; number 58, H, carries 0.15